{
  "formula": "C45H93BO6",
  "method": "wB97M-V/def2-TZVPD",
  "species": ["H", "H", "C", "C", "H", "H", "H", "H", "H", "C", "H", "C", "H", "C", "H", "H", "C", "H", "C", "H", "C", "H", "H", "C", "H", "H", "C", "C", "H", "H", "H", "C", "H", "C", "H", "H", "H", "O", "C", "C", "H", "H", "H", "H", "C", "C", "H", "H", "H", "C", "C", "H", "H", "H", "H", "H", "H", "C", "H", "C", "C", "H", "O", "H", "H", "H", "C", "H", "H", "H", "H", "H", "H", "C", "H", "H", "C", "H", "C", "H", "H", "H", "C", "C", "H", "H", "H", "H", "C", "O", "C", "H", "C", "H", "H", "H", "H", "H", "B", "H", "C", "H", "H", "H", "C", "H", "H", "O", "H", "H", "H", "C", "H", "H", "H", "C", "H", "H", "H", "C", "H", "C", "H", "H", "H", "C", "C", "C", "C", "C", "C", "H", "H", "H", "C", "H", "H", "H", "H", "H", "O", "O", "C", "H", "H"],
  "positions_angstrom": [[2.063, 2.478, -6.906], [-4.463, -4.758, -4.698], [2.923, -3.960, 3.676], [-6.191, -3.855, -2.631], [-1.626, 1.435, -0.699], [0.436, 4.929, 6.541], [4.973, 3.585, 7.424], [-1.949, 3.420, 9.036], [-2.302, -7.468, -9.361], [-1.400, -6.928, -9.058], [5.093, -1.923, 1.942], [5.673, -4.059, 3.319], [-2.505, -3.048, 3.850], [-1.684, -5.435, -8.986], [-6.550, -3.851, -1.595], [-1.996, -3.221, -5.034], [-1.238, 1.179, -3.958], [-2.502, -5.248, -8.284], [1.797, -3.887, 2.442], [0.330, -4.772, -9.362], [1.670, 3.161, -7.672], [0.318, 6.374, -7.298], [1.246, 0.211, -1.729], [-1.094, 3.993, 8.665], [2.190, 3.415, 8.705], [4.316, -5.719, 4.371], [-5.688, -5.261, -2.970], [1.370, -2.079, 5.014], [-4.563, -1.959, -0.198], [2.578, 2.947, 7.064], [5.569, 4.919, 9.421], [-1.309, 8.585, 7.248], [-3.201, -2.057, -2.284], [3.290, 1.574, 8.574], [-1.652, -0.762, -1.902], [-1.097, 2.811, -7.130], [-4.973, -6.447, -4.624], [-1.971, -4.917, 1.905], [-0.453, -4.605, -8.611], [4.743, 4.202, 9.473], [-1.085, -7.326, -8.089], [0.534, -0.743, -3.011], [-6.138, -5.197, -5.089], [-0.503, -2.602, -5.756], [0.315, 0.049, -2.284], [-0.349, 5.627, 6.858], [6.746, -4.668, 3.558], [2.092, 4.879, -6.455], [3.434, -3.149, 5.752], [0.281, 6.671, 7.788], [-0.684, 7.725, 8.335], [-2.330, 5.494, 7.741], [-0.734, 4.618, 9.487], [3.137, 0.032, 6.241], [-1.684, -5.406, -6.152], [-1.902, 4.156, 6.692], [-0.538, 9.105, 6.671], [1.227, 4.456, -6.981], [5.131, 3.283, 9.924], [-1.507, 4.828, 7.463], [0.641, 5.523, -7.910], [-0.257, 5.146, -8.410], [1.910, -4.707, 1.368], [0.326, 0.029, 1.204], [3.939, 1.556, 5.808], [3.558, 1.607, 9.637], [-5.167, -2.731, -2.821], [1.088, 7.177, 7.242], [2.520, 6.450, -8.464], [-6.488, -5.978, -2.748], [-4.705, -3.729, -0.201], [-3.122, -2.970, -0.005], [-4.919, -2.638, -3.885], [5.671, -2.914, 2.026], [1.002, -4.241, -7.074], [4.866, 0.054, 5.858], [-0.034, 1.333, -3.041], [-2.012, 0.075, 0.340], [1.634, 6.025, -8.947], [-7.068, -3.632, -3.252], [-5.642, -1.780, -2.541], [0.530, -5.921, -7.206], [-0.833, -4.723, -6.054], [-1.337, -3.296, -5.903], [0.763, 6.165, 8.633], [4.551, -0.138, 8.287], [-0.304, 3.286, 8.396], [-2.288, -5.227, 2.826], [4.162, -5.000, 3.461], [5.557, -2.541, 3.630], [4.180, 3.954, 8.083], [0.738, 1.420, 0.180], [-0.580, 1.971, -7.603], [2.511, 3.373, -8.342], [-0.452, 1.596, 1.473], [1.957, 5.224, -9.618], [-0.205, 2.158, -2.342], [-0.314, -5.009, -5.130], [-1.705, -3.445, 2.066], [-1.067, 0.390, -4.697], [-3.868, -2.889, -2.027], [-0.615, -7.141, -9.791], [5.344, 1.375, 7.896], [-1.312, 1.434, -8.215], [-4.083, -2.888, -0.522], [-1.916, 7.991, 6.559], [3.853, 4.913, 7.663], [1.244, -1.307, 6.125], [-0.131, 8.378, 9.022], [4.739, -3.532, 1.599], [-1.473, 7.253, 8.931], [-1.204, 0.532, -0.245], [-2.145, 0.937, -3.397], [-0.233, 1.292, -6.818], [1.175, 6.806, -9.559], [-5.293, -5.419, -4.430], [-0.700, 6.117, 5.943], [-4.845, -5.533, -2.328], [-3.344, -3.804, -2.324], [4.060, 0.611, 6.345], [2.365, 0.985, 8.518], [4.394, 0.838, 7.812], [4.175, -5.538, 2.416], [0.205, 3.077, -9.274], [1.028, 1.562, -8.952], [0.315, -1.995, 3.762], [-0.769, -0.460, -1.327], [0.510, -2.861, 2.541], [-0.078, 0.914, 0.703], [2.988, 2.993, 8.079], [2.647, -3.105, 4.860], [3.977, 4.617, 10.136], [-0.400, -1.375, -0.843], [0.831, 1.622, -3.650], [0.136, -4.898, -7.227], [-2.039, -5.102, -9.969], [-0.593, -1.236, 3.869], [-1.906, -2.973, -6.780], [-1.962, 9.341, 7.696], [-0.712, -3.542, -8.681], [-0.517, -2.763, 1.451], [-2.716, -2.725, 2.905], [0.580, 2.438, -8.467], [0.489, 4.222, -6.205], [-1.422, 2.113, -4.497]],
  "smiles": "O=C1C=C(C[C@H]2CO2)C(=O)C(OB(O)O)=C1.CCCCCC.CCCCCC.CCCCCC.CCCCCC.CCCCCC.CCCCCC",
  "orbital_gap_ev": 6.5,
  "lumo_ev": -2.5286,
  "relative_energy_kcal_mol": 222.7
}